Formula: C40H98Cl8O7S7
Source: the OMol25 dataset
Level of theory: wB97M-V/def2-TZVPD

total charge: 0
orbital gap: 8.664 eV
calculated total energy: -233417.549 eV

Last column: Löwdin charge in e.
Atoms and positions in Å:
C (-2.174, -2.604, 5.518)  -0.22
S (-2.408, -3.612, 3.921)  0.80
O (-0.942, -3.730, 3.512)  -0.61
C (-2.876, -5.231, 4.638)  -0.26
H (-3.106, -2.283, 5.984)  0.04
H (-1.714, -1.645, 5.282)  0.02
H (-1.542, -3.190, 6.186)  0.05
H (-2.872, -5.243, 5.728)  0.05
H (-2.242, -6.053, 4.308)  0.04
H (-3.882, -5.460, 4.287)  0.03
C (3.207, -1.322, -6.847)  -0.26
S (3.349, -1.562, -5.048)  0.82
O (3.777, -0.215, -4.444)  -0.59
C (1.535, -1.698, -4.697)  -0.24
H (2.593, -2.170, -7.149)  0.04
H (4.197, -1.372, -7.301)  0.05
H (2.588, -0.432, -6.959)  0.05
H (1.024, -0.796, -5.036)  0.05
H (1.248, -1.928, -3.670)  0.01
H (1.227, -2.629, -5.172)  0.05
C (-3.885, 3.359, 4.421)  -0.27
S (-3.443, 4.261, 2.956)  0.79
O (-2.238, 5.023, 3.356)  -0.54
C (-3.046, 2.834, 1.873)  -0.24
H (-4.677, 2.633, 4.237)  0.04
H (-4.389, 4.062, 5.084)  0.05
H (-2.971, 2.939, 4.839)  0.04
H (-3.024, 3.172, 0.837)  0.02
H (-3.727, 1.983, 1.894)  0.03
H (-2.037, 2.453, 2.031)  0.06
C (4.168, -3.082, -1.262)  -0.24
S (3.347, -4.684, -0.711)  0.81
O (2.329, -5.178, -1.768)  -0.60
C (4.991, -5.608, -0.966)  -0.23
H (4.919, -2.596, -0.639)  0.06
H (3.259, -2.481, -1.239)  0.01
H (4.498, -3.169, -2.297)  0.04
H (4.769, -6.675, -0.940)  0.04
H (5.642, -5.283, -0.155)  0.05
H (5.426, -5.363, -1.934)  0.04
C (-5.865, -1.819, 4.373)  -0.26
S (-5.095, -0.586, 3.267)  0.84
O (-3.606, -0.470, 3.627)  -0.61
C (-5.189, -1.653, 1.679)  -0.24
H (-6.851, -2.114, 4.014)  0.06
H (-5.952, -1.364, 5.360)  0.05
H (-5.255, -2.722, 4.408)  0.03
H (-4.505, -1.345, 0.888)  -0.01
H (-6.126, -1.495, 1.145)  0.05
H (-5.047, -2.714, 1.885)  0.03
C (5.197, 1.402, 3.607)  -0.25
S (6.946, 1.715, 4.023)  0.82
O (7.525, 0.327, 4.088)  -0.59
C (7.528, 2.383, 2.379)  -0.25
H (5.272, 0.560, 2.918)  0.06
H (4.847, 2.343, 3.183)  0.02
H (4.552, 1.255, 4.473)  0.03
H (6.993, 3.333, 2.365)  0.02
H (7.136, 1.653, 1.671)  0.06
H (8.607, 2.518, 2.310)  0.06
C (0.220, -7.609, -0.199)  -0.25
S (0.304, -8.864, 1.170)  0.86
O (1.643, -9.567, 0.924)  -0.59
C (0.688, -7.574, 2.467)  -0.26
H (0.117, -8.044, -1.193)  0.06
H (0.925, -6.781, -0.124)  0.02
H (-0.691, -7.027, -0.058)  0.02
H (-0.039, -6.892, 2.908)  0.03
H (1.467, -6.829, 2.303)  0.05
H (1.143, -8.029, 3.347)  0.04
C (-0.341, -1.701, 0.034)  -1.97
Cl (-0.790, -1.486, -1.611)  0.61
Cl (1.066, -0.641, 0.559)  0.50
Cl (-1.764, -1.393, 1.036)  0.58
Cl (0.093, -3.402, 0.282)  0.55
C (1.185, 1.875, 5.799)  -2.00
Cl (0.791, 0.388, 4.888)  0.52
Cl (-0.297, 2.546, 6.621)  0.48
Cl (2.344, 1.537, 7.102)  0.51
Cl (1.887, 3.101, 4.758)  0.55
C (1.631, 3.385, 0.485)  -0.10
C (2.275, 4.563, 1.212)  -0.27
C (3.399, 5.304, 0.482)  -0.23
C (4.638, 4.461, 0.377)  -0.20
C (6.040, 5.242, 0.096)  -0.21
C (7.214, 4.321, -0.402)  -0.10
H (2.355, 2.769, -0.048)  0.06
H (1.031, 3.771, -0.339)  0.07
H (1.135, 2.744, 1.214)  0.06
H (1.462, 5.196, 1.568)  0.11
H (2.746, 4.288, 2.155)  0.06
H (3.551, 6.210, 1.068)  0.11
H (3.115, 5.563, -0.538)  0.11
H (4.848, 3.917, 1.298)  0.08
H (4.563, 3.719, -0.418)  0.10
H (5.844, 6.057, -0.601)  0.09
H (6.359, 5.813, 0.967)  0.09
H (6.852, 3.751, -1.258)  0.06
H (8.090, 4.860, -0.763)  0.07
H (7.567, 3.589, 0.323)  0.02
C (-0.316, 2.699, -4.511)  -0.09
C (1.027, 2.852, -3.736)  -0.28
C (2.232, 3.083, -4.556)  -0.24
C (3.268, 3.898, -3.842)  -0.24
C (4.336, 4.410, -4.773)  -0.29
C (5.496, 5.197, -4.292)  -0.11
H (-0.501, 3.511, -5.213)  0.06
H (-1.115, 2.696, -3.769)  0.05
H (-0.333, 1.840, -5.182)  0.06
H (0.905, 3.522, -2.885)  0.09
H (0.994, 2.025, -3.027)  0.10
H (1.865, 3.454, -5.513)  0.12
H (2.613, 2.079, -4.743)  0.10
H (2.749, 4.762, -3.425)  0.11
H (3.697, 3.305, -3.035)  0.12
H (4.670, 3.458, -5.185)  0.11
H (3.751, 4.914, -5.542)  0.11
H (6.138, 4.766, -3.523)  0.06
H (6.063, 5.454, -5.186)  0.08
H (5.134, 6.069, -3.747)  0.07
C (-3.732, -6.738, 1.539)  -0.10
C (-4.027, -6.887, 0.050)  -0.26
C (-3.660, -5.771, -0.905)  -0.21
C (-4.533, -4.493, -0.689)  -0.19
C (-3.729, -3.286, -1.239)  -0.26
C (-3.646, -3.302, -2.848)  -0.09
H (-3.907, -5.721, 1.891)  0.04
H (-2.713, -6.859, 1.905)  0.06
H (-4.421, -7.334, 2.137)  0.08
H (-3.573, -7.830, -0.256)  0.10
H (-5.110, -6.899, -0.076)  0.11
H (-3.685, -6.125, -1.935)  0.11
H (-2.608, -5.554, -0.720)  0.10
H (-5.577, -4.493, -1.002)  0.12
H (-4.610, -4.261, 0.374)  0.07
H (-4.258, -2.373, -0.963)  0.06
H (-2.792, -3.237, -0.684)  0.02
H (-2.849, -4.015, -3.058)  0.06
H (-4.450, -3.795, -3.394)  0.06
H (-3.584, -2.341, -3.360)  0.05
C (-5.301, 6.756, 0.062)  -0.10
C (-4.369, 5.771, -0.742)  -0.24
C (-5.098, 4.411, -0.947)  -0.23
C (-4.302, 3.386, -1.727)  -0.25
C (-4.779, 1.945, -1.495)  -0.26
C (-3.823, 0.993, -2.191)  -0.11
H (-5.003, 7.800, 0.161)  0.06
H (-5.522, 6.287, 1.021)  0.06
H (-6.205, 6.815, -0.544)  0.06
H (-4.098, 6.122, -1.738)  0.10
H (-3.424, 5.639, -0.215)  0.09
H (-6.102, 4.576, -1.338)  0.12
H (-5.179, 4.067, 0.084)  0.09
H (-4.229, 3.636, -2.785)  0.11
H (-3.222, 3.504, -1.641)  0.10
H (-4.806, 1.556, -0.477)  0.09
H (-5.823, 1.979, -1.804)  0.11
H (-4.194, -0.030, -2.240)  0.06
H (-3.489, 1.388, -3.150)  0.07
H (-2.913, 0.952, -1.593)  0.06

Forces on the atoms, in the same order (eV/Å):
-0.73 -0.20 -0.56
2.62 0.63 1.21
-1.58 -0.19 -0.09
-0.48 -0.08 0.36
-0.25 -0.55 0.06
0.29 -0.35 -0.59
-0.09 -0.04 -0.13
0.04 0.24 -0.02
0.31 0.44 -0.29
-0.10 0.06 0.07
-0.93 -0.59 1.02
-0.16 1.91 1.49
-0.42 -1.75 -0.89
0.44 -0.72 -0.34
0.17 -0.13 -0.35
-0.25 0.41 0.05
0.56 0.26 -0.39
0.01 -0.14 -0.17
0.83 0.52 0.33
-0.25 0.23 -0.67
-0.70 -0.16 0.27
-0.82 -0.22 -0.46
0.46 -0.18 -0.37
0.84 -0.02 -0.53
0.34 -0.40 -0.33
0.55 0.27 0.17
-0.20 -0.10 0.12
-0.19 0.40 0.01
-0.28 0.27 0.52
0.07 0.05 0.55
-1.96 -0.23 -0.37
1.20 -0.99 -1.68
2.02 1.26 1.54
-1.36 0.10 0.02
-0.06 -0.65 0.32
0.21 0.62 -0.22
0.02 -0.17 0.08
0.09 0.07 0.25
-0.05 -0.15 0.01
-0.20 0.15 0.04
0.23 -0.04 -0.19
1.72 -0.91 -1.10
-2.12 -0.32 -0.33
-0.31 0.53 0.27
-0.05 0.30 -0.15
0.07 -0.02 -0.07
0.20 0.14 0.03
0.64 0.31 0.70
-0.54 -0.05 0.63
0.07 0.16 0.23
0.66 1.13 -0.29
0.92 -1.19 -0.13
-0.10 0.63 0.27
-1.51 -0.33 1.31
-0.50 0.10 -0.01
-0.23 -0.17 -0.58
0.52 -0.45 0.16
0.17 0.11 -0.57
0.18 0.26 -0.29
-0.18 -0.20 0.38
-1.24 0.55 0.58
3.00 1.52 -0.74
-2.02 0.63 0.58
0.67 0.48 1.25
0.50 -0.27 0.25
0.84 -0.75 -0.12
-0.64 -0.28 0.22
-1.12 -0.52 -0.52
0.34 -0.29 -1.46
-0.34 -0.94 -0.08
0.44 -0.40 1.24
0.21 0.57 -0.95
-1.09 -0.63 -0.54
0.25 0.55 0.38
0.32 0.12 -0.03
-0.47 0.08 0.72
0.12 0.69 0.36
0.56 -0.43 -0.71
-0.03 -0.29 -0.23
-0.22 -0.08 -0.25
0.97 0.12 -0.17
0.06 -0.11 0.33
-0.69 0.06 -0.02
3.00 0.42 -0.14
-0.65 -0.57 0.00
-1.07 0.30 -0.22
0.35 -0.17 0.25
-0.66 -0.12 0.34
-0.52 0.07 -0.38
0.02 0.49 -0.38
-0.01 -0.64 0.17
0.37 0.21 -0.24
-0.23 0.36 -0.02
-0.33 -0.22 0.19
-0.20 -0.08 -0.03
0.02 -0.23 -0.55
-0.09 -0.29 0.47
-0.02 -0.12 -0.10
-0.11 0.32 0.17
-0.22 0.26 0.04
0.74 0.71 0.15
-2.82 -0.52 1.53
0.06 -1.46 -0.17
-0.03 1.08 0.51
-0.86 -2.09 -0.45
0.01 0.92 0.64
0.06 0.47 0.22
-0.25 -0.34 -0.30
-0.01 -0.48 0.44
-0.16 1.45 -0.59
0.92 -1.20 -0.58
0.49 0.57 -0.14
0.48 -0.01 -0.44
-0.04 0.13 0.50
-0.02 0.01 0.22
0.50 0.11 -0.72
0.50 0.33 -0.34
0.06 -0.76 -0.35
0.35 0.39 0.39
0.01 0.60 -0.44
-0.23 1.23 0.52
-0.44 -0.36 0.06
-0.03 0.48 0.65
1.89 0.57 0.16
-1.99 0.24 -1.72
0.48 -1.01 1.36
-0.40 0.38 -0.21
0.23 -0.68 -0.52
0.23 -0.33 -0.04
-0.31 -0.12 -0.32
-0.22 -0.87 0.26
-0.31 0.00 -0.04
0.17 0.61 -0.08
0.15 -0.46 -0.63
0.12 -0.45 0.34
-0.10 0.17 0.03
0.21 -0.17 -0.68
0.63 0.61 -0.48
-0.78 -0.05 0.76
0.70 0.07 0.39
0.22 -0.90 -1.44
-0.73 0.36 -0.08
1.21 0.96 1.16
0.47 0.08 0.07
0.32 0.44 -0.57
0.12 -0.06 -0.06
0.60 -0.26 0.20
-0.07 0.29 0.07
-0.40 -0.07 0.28
-0.07 0.55 -0.02
0.02 -0.25 0.11
0.00 -0.08 -0.11
-0.50 -0.48 0.09
-1.22 -0.26 -0.57
0.38 -0.17 1.40
0.01 0.86 0.52
-0.07 -0.69 -0.45
-0.04 0.00 -0.35
-0.31 -0.34 -0.31
0.11 -0.04 0.15